Molecular formula: C5H12N2
Method: DFT, ωB97M-V with the def2-TZVPD basis set

```
19
Properties=species:S:1:pos:R:3:forces:R:3:nbo_charge:R:1
C 1.318 0.686 -0.958 -1.6877 0.2003 -0.1046 -0.3349
C -1.572 -1.477 0.621 0.1187 -0.4160 -0.2842 -0.6787
C 1.839 -0.682 -1.226 -0.0078 -0.0624 -0.0203 -0.6758
N 0.159 -0.096 1.744 -0.1913 -0.0445 -0.8187 -0.7024
C -0.743 -0.237 0.825 0.9008 -0.4866 0.3852 0.2334
N -0.895 2.114 0.526 0.3283 0.1799 -0.0848 -0.8092
C -0.929 0.871 -0.088 -0.2517 0.4853 -0.2294 -0.0322
H 0.444 -0.984 2.153 -0.5714 0.0297 0.3952 0.3402
H -0.965 2.928 -0.064 0.1312 -0.0874 -0.0718 0.3778
H -0.160 2.177 1.224 -0.2026 0.0827 0.0437 0.3956
H -1.683 0.778 -0.863 0.1661 -0.0446 -0.0137 0.2005
H 1.484 1.433 -1.730 -0.2058 -0.0435 -0.0259 0.1739
H 1.107 1.082 0.010 1.2145 -0.1936 0.4024 0.2014
H -2.188 -1.452 -0.278 0.1059 0.1710 -0.0422 0.2184
H -0.944 -2.368 0.550 0.0320 -0.0149 0.1193 0.2215
H -2.256 -1.613 1.462 0.1273 0.0748 0.0416 0.2347
H 2.926 -0.726 -1.097 0.0504 0.0296 0.0322 0.2171
H 1.419 -1.430 -0.555 -0.0423 0.0145 0.1240 0.2092
H 1.641 -1.004 -2.256 -0.0145 0.1256 0.1522 0.2093
```
Forces are in eV/Å.

Results
**2S+1**: 1
**LUMO (alpha / beta)**: 0.459 / 0.771 eV
**E_HOMO (alpha / beta)**: -7.35 / -7.06 eV


Molecular formula: CH4FOP
Method: DFT, ωB97M-V with the def2-TZVPD basis set

```
8
Properties=species:S:1:pos:R:3:forces:R:3:nbo_charge:R:1
C 0.369 -0.183 -0.150 -1.1695 0.9305 -0.7463 -0.3262
O 0.392 -1.383 -0.791 -0.6411 -3.2350 0.2754 -0.7198
F -1.722 1.461 -1.605 0.8076 -1.4933 2.0830 -0.5900
P -1.515 0.521 -0.154 1.8215 1.9731 -0.4440 0.8549
H 1.071 0.344 -0.797 0.0369 1.6600 1.2175 0.1925
H 0.515 -1.247 -1.708 0.0912 0.0128 -1.3685 0.4654
H -1.025 1.646 0.711 -0.7358 -0.8547 -0.8138 -0.0818
H 0.688 -0.431 0.878 -0.2108 1.0066 -0.2033 0.2049
```
Forces are in eV/Å.

Results
**2S+1**: 1
**LUMO**: 0.608 eV
**E_HOMO**: -9.58 eV
**SMILES**: OCPF


Going through the records in order, we get ΔE to the lowest compared entry with this formula, charge and spin values of 81.4; 48.7 kcal/mol.
Going through the records in order, we get molar mass values of 100.16; 82.01 g mol⁻¹.